# 1
# C31H41FN4PPt

A structure of composition C31H41FN4PPt at a distorted geometry (ωB97M-V with the def2-TZVPD basis set, the Open Molecules 2025 dataset).

Geometry (Å):
Pt -0.109500 -1.035603 0.907466
C -1.467296 1.577519 4.309515
C -0.670706 0.425081 3.753885
C 0.682583 0.488262 3.579287
C 1.424623 -0.621577 3.067216
C 0.818142 -1.837357 2.830864
C -0.593792 -1.923664 2.953906
C -1.309542 -0.791571 3.388936
H -1.653889 2.323897 3.533873
H -0.924865 2.071736 5.114030
H -2.430769 1.252142 4.698709
H 1.211918 1.396380 3.847929
H 2.498306 -0.548423 2.953688
H 1.410623 -2.721890 2.642810
H -1.081942 -2.885355 2.867503
H -2.380668 -0.878583 3.533988
C 0.917758 -1.777674 -2.789944
C 1.961882 -2.343420 -1.827597
C 1.376225 -3.229259 -0.731273
C 2.851625 -1.259284 -1.250048
C 4.188580 -1.355469 -1.483135
C 5.089773 -0.320688 -1.143298
C 4.658045 0.866060 -0.581588
C 3.323142 1.096393 -0.325123
C 2.998410 2.336719 0.492056
C 3.351329 3.621280 -0.275230
C 3.762302 2.316272 1.828109
C 2.368938 0.004059 -0.662393
N 1.060589 0.224893 -0.418190
C 0.628974 1.440483 -0.852303
C 1.134819 1.957310 -2.091867
C 0.648338 3.125952 -2.622227
C -0.324705 3.837621 -1.921738
C -0.839897 3.373200 -0.698184
C -0.389526 2.190383 -0.194965
F -0.838181 1.753442 0.984006
H 0.474955 -2.591920 -3.364472
H 1.362718 -1.084302 -3.508091
H 0.121098 -1.255168 -2.262794
H 2.612292 -2.972492 -2.432789
H 0.801611 -2.599733 -0.032696
H 2.154108 -3.707742 -0.133730
H 0.727834 -4.001879 -1.145125
H 4.569267 -2.233584 -1.990748
H 6.148308 -0.459927 -1.338296
H 5.385867 1.619331 -0.313544
H 1.936398 2.360962 0.730998
H 4.423947 3.682508 -0.464535
H 3.077632 4.485070 0.330417
H 2.837897 3.694788 -1.232371
H 4.839731 2.392671 1.680882
H 3.571859 1.408707 2.404539
H 3.456330 3.174295 2.427503
H 1.835670 1.350380 -2.651914
H 0.998779 3.476325 -3.584248
H -0.706651 4.765828 -2.332193
H -1.576380 3.940384 -0.141570
C -4.211862 -0.903105 -2.352884
N -4.282102 -0.013328 -1.185245
C -5.101531 -0.659405 -0.148041
N -4.601392 -1.982245 0.233731
C -4.516277 -2.828721 -0.961508
N -3.693155 -2.230876 -2.021929
C -2.281289 -2.203105 -1.700072
P -2.081854 -1.132314 -0.183709
C -2.989538 0.421131 -0.707942
C -3.349245 -1.901837 0.950117
H -3.595804 -0.447551 -3.128140
H -5.221236 -1.020809 -2.740399
H -6.104741 -0.781256 -0.550700
H -5.157162 -0.016062 0.730052
H -5.522329 -2.963755 -1.352288
H -4.116304 -3.805505 -0.692245
H -1.712555 -1.786813 -2.526044
H -1.896213 -3.201519 -1.485510
H -2.432384 0.937539 -1.491614
H -3.081360 1.081540 0.155240
H -3.452336 -1.267886 1.829892
H -3.004248 -2.887889 1.265342

Atoms 1-6, force components in eV/Å:
Pt 0.120 1.626 0.386
C 0.064 -0.117 -0.090
C -0.654 -0.155 0.121
C 0.651 -0.179 -0.179
C -0.003 0.598 -0.109
C 0.064 -0.674 0.557

- HOMO level (spin up / spin down): -0.603 / -0.603 hartree
- Molar mass: 714.7 g mol⁻¹
- Total charge: +3
- LUMO level (spin up / spin down): -0.44448 / -0.44450 Ha
- Energy: -53997.2455 eV
- Relative energy (zero: lowest compared OMol25 entry of this formula, charge and spin): 16.6 kcal per mole

Formally, the Löwdin partial charges of the atoms, in units of the elementary charge, are as follows:
1 Pt 0.91
2 C 0.00
3 C -0.25
4 C 0.01
5 C -0.06
6 C -0.20
7 C -0.18
8 C 0.01
9 H 0.09
10 H 0.10
11 H 0.10
12 H 0.14
13 H 0.12
14 H 0.13
15 H 0.13
16 H 0.13
17 C -0.04
18 C -0.35
19 C -0.04
20 C -0.08
21 C 0.04
22 C 0.08
23 C 0.01
24 C -0.05
25 C -0.36
26 C -0.01
27 C -0.03
28 C -0.12
29 N 0.05
30 C -0.21
31 C 0.03
32 C -0.02
33 C 0.05
34 C 0.06
35 C -0.24
36 F 0.06
37 H 0.11
38 H 0.10
39 H 0.03
40 H 0.14
41 H -0.02
42 H 0.10
43 H 0.10
44 H 0.14
45 H 0.15
46 H 0.14
47 H 0.11
48 H 0.10
49 H 0.11
50 H 0.07
51 H 0.09
52 H 0.07
53 H 0.10
54 H 0.14
55 H 0.14
56 H 0.14
57 H 0.15
58 C -0.14
59 N -0.13
60 C -0.14
61 N -0.13
62 C -0.14
63 N -0.13
64 C -0.26
65 P 0.96
66 C -0.26
67 C -0.27
68 H 0.14
69 H 0.15
70 H 0.15
71 H 0.14
72 H 0.15
73 H 0.14
74 H 0.08
75 H 0.11
76 H 0.10
77 H 0.10
78 H 0.08
79 H 0.11

# 2
# C14H34BrN2O

A cluster of 3 separate species, C14H34BrN2O in total at a distorted geometry (ωB97M-V with the def2-TZVPD basis set, the Open Molecules 2025 dataset).

Geometry (Å):
C -2.709863 3.490006 -0.061521
C -3.363179 2.216569 -0.612445
C -3.444128 1.156762 0.515610
C -4.137328 -0.100530 0.057164
N -4.336032 -1.059541 1.229570
C -4.858110 -2.381844 0.698087
C -3.662658 -3.161919 0.219127
C -2.546192 -2.780994 1.194479
C -3.012485 -1.500358 1.898779
C -5.364851 -0.556497 2.197990
H -2.525559 4.262206 -0.807690
H -1.762402 3.208455 0.399943
H -3.345923 3.978676 0.681640
H -2.676278 1.816652 -1.360528
H -4.336831 2.471451 -1.030217
H -3.882644 1.713303 1.348083
H -2.435344 0.897748 0.818349
H -3.550499 -0.670464 -0.661186
H -5.135670 0.072483 -0.346024
H -5.265958 -2.899152 1.567018
H -5.641456 -2.172991 -0.027216
H -3.893382 -4.219693 0.090829
H -3.365942 -2.914697 -0.804478
H -2.391421 -3.555173 1.946113
H -1.587186 -2.619643 0.706490
H -3.342986 -1.741640 2.908326
H -2.246141 -0.733285 1.917500
H -5.012621 0.382992 2.617662
H -5.577071 -1.290293 2.965291
H -6.218803 -0.280709 1.581443
C 5.940206 1.120168 0.379759
N 5.865553 0.655864 -1.046788
C 6.776954 1.586730 -1.839037
C 6.435221 -0.707449 -1.206297
C 4.511057 0.772820 -1.641684
C 3.524101 -0.349948 -1.302399
O 3.170718 -0.296463 0.050298
H 5.302526 0.416255 0.917252
H 5.418395 2.075106 0.416912
H 6.885730 1.223474 0.905145
H 6.807037 1.187799 -2.849208
H 7.710751 1.592931 -1.284899
H 6.406112 2.607184 -1.912113
H 6.450536 -1.024797 -2.242667
H 5.826555 -1.391812 -0.613563
H 7.398988 -0.752611 -0.702245
H 4.541367 0.762121 -2.732129
H 3.975843 1.667778 -1.328953
H 3.847218 -1.361619 -1.580529
H 2.663687 -0.186210 -1.962517
H 2.190020 -0.397043 0.075296
Br -0.019626 -0.228133 -0.347841

Atoms 1-6, force components in eV/Å:
C -0.172 -0.045 0.191
C 0.950 0.009 0.407
C 0.074 1.139 -0.726
C -0.169 -0.244 1.112
N 0.206 -1.010 -0.140
C -0.016 0.012 0.234

- HOMO level: -0.364 hartree
- Molar mass: 326.3 g mol⁻¹
- Total charge: +1
- LUMO level: -0.06677 Ha
- Energy: -90133.3595 eV
- Relative energy (zero: lowest compared OMol25 entry of this formula, charge and spin): 0.0 kcal per mole

Formally, the Löwdin partial charges of the atoms, in units of the elementary charge, are as follows:
1 C -0.11
2 C -0.25
3 C -0.22
4 C -0.10
5 N -0.26
6 C -0.12
7 C -0.15
8 C -0.14
9 C -0.07
10 C 0.02
11 H 0.07
12 H 0.07
13 H 0.07
14 H 0.10
15 H 0.11
16 H 0.11
17 H 0.03
18 H 0.13
19 H 0.14
20 H 0.13
21 H 0.14
22 H 0.12
23 H 0.12
24 H 0.12
25 H 0.06
26 H 0.13
27 H 0.10
28 H 0.10
29 H 0.11
30 H 0.11
31 C 0.02
32 N -0.35
33 C 0.01
34 C 0.01
35 C -0.11
36 C -0.29
37 O -0.13
38 H 0.10
39 H 0.11
40 H 0.11
41 H 0.11
42 H 0.11
43 H 0.11
44 H 0.12
45 H 0.11
46 H 0.12
47 H 0.14
48 H 0.15
49 H 0.12
50 H 0.10
51 H -0.11
52 Br -0.22

Look up the relative energy (zero: lowest compared OMol25 entry of this formula, charge and spin) of the second one. 0.0 kcal per mole